Below is C18H41OP3SeV as an isolated structure in a non-equilibrium geometry, with properties calculated with wB97M-V/def2-TZVPD.

Summary:
* spin multiplicity: 3
* energy relative to the best compared isomer or geometry (same formula, charge and spin): 3.2 kJ/mol
* expectation value of S²: 2.05
* E_LUMO (alpha / beta): -11.83 / -11.14 eV
* total charge: +3

Element x y z (Å)
V (0.003884, -0.153746, -0.952018)
P (-1.454081, -1.581092, 0.244610)
P (1.278062, -0.019417, 1.345989)
P (1.677676, -1.675101, -1.697134)
H (-2.643785, 2.276932, -2.898887)
C (-2.639405, 1.231220, -3.236781)
C (-3.025884, 0.191100, -2.471823)
H (-3.470058, 0.323014, -1.479217)
C (-2.618595, -0.639954, 1.301816)
C (-0.846710, -2.931056, 1.331742)
C (-2.500024, -2.496220, -0.921034)
C (2.406283, 1.394778, 1.627094)
C (0.421795, 0.127859, 2.971825)
C (2.477911, -1.334103, 1.850531)
C (1.336407, -1.988301, -3.461287)
C (1.957602, -3.358967, -1.042832)
C (3.349507, -0.935112, -1.689250)
H (-2.528057, 1.117192, -4.326099)
H (-3.243595, -0.750077, -2.991896)
H (-2.923077, 0.299577, 0.819605)
H (-2.170677, -0.363230, 2.264532)
H (-3.515143, -1.245420, 1.490566)
H (-0.563135, -2.537022, 2.314292)
H (0.024882, -3.426681, 0.880492)
H (-1.636765, -3.680949, 1.468024)
H (-2.931591, -1.804145, -1.641065)
H (-3.318625, -3.003291, -0.395478)
H (-1.886541, -3.219970, -1.471672)
H (2.948512, 1.229847, 2.570642)
H (1.837327, 2.327291, 1.694089)
H (3.120400, 1.459587, 0.801368)
H (1.174603, 0.405643, 3.725581)
H (-0.033548, -0.815707, 3.285367)
H (-0.355044, 0.908876, 2.968826)
H (2.935625, -0.991397, 2.790153)
H (3.278494, -1.479629, 1.116713)
H (1.971072, -2.288294, 2.030412)
H (2.046577, -2.725850, -3.855776)
H (1.427003, -1.055192, -4.028172)
H (0.313168, -2.370712, -3.575221)
H (2.656557, -3.891059, -1.705151)
H (0.999910, -3.893471, -1.030425)
H (2.365944, -3.329479, -0.026327)
H (3.956969, -1.432700, -2.452734)
H (3.842773, -1.032793, -0.716414)
H (3.281838, 0.131400, -1.931812)
C (-0.182591, 3.046127, -0.456586)
C (-0.799078, 1.966873, -1.206248)
C (-0.106897, 1.455490, -2.379936)
C (1.294884, 1.617938, -2.493594)
C (1.912621, 2.556366, -1.661328)
C (1.156217, 3.307093, -0.741470)
Se (-1.204900, 4.182230, 0.809912)
H (-0.162864, 5.212730, 0.927616)
H (-1.878822, 1.835532, -1.092806)
H (-0.613116, 0.974248, -3.235749)
H (1.808349, 1.201940, -3.367073)
H (2.972150, 2.775066, -1.770314)
H (1.636670, 4.136269, -0.214215)
C (-2.570830, 2.422696, 4.671416)
O (-2.064816, 1.990664, 3.402519)
H (-3.670626, 2.403131, 4.693175)
H (-2.233390, 3.433809, 4.942697)
H (-2.188344, 1.726671, 5.424008)
H (-1.891035, 2.780936, 2.852193)

Cartesian forces, eV/Å:
V 0.784 0.040 1.827
P -1.770 -1.454 1.187
P 0.878 0.251 1.740
P 1.586 -1.102 -1.053
H 0.125 -0.583 -0.110
C -1.903 -0.284 -0.252
C -0.701 0.787 -1.313
H 0.392 -0.016 -0.191
C 0.089 0.422 -0.002
C 0.579 0.127 -0.015
C 0.009 0.025 -0.369
C 0.083 0.343 -0.675
C -0.659 0.043 -0.185
C -0.109 -0.318 -0.465
C -0.306 0.191 0.020
C -0.477 0.049 0.336
C -0.018 0.411 0.023
H 0.235 -0.122 0.529
H 0.230 0.421 0.228
H -0.014 -0.276 0.111
H -0.036 -0.088 -0.272
H 0.232 0.044 -0.122
H -0.065 -0.145 -0.265
H -0.316 0.098 0.205
H 0.057 0.293 -0.111
H 0.056 -0.468 0.301
H 0.296 -0.009 -0.004
H -0.189 -0.023 0.149
H -0.240 0.015 -0.373
H 0.145 -0.127 0.014
H 0.053 0.168 0.173
H -0.121 -0.151 -0.375
H 0.051 0.174 -0.044
H 0.184 -0.242 0.034
H -0.227 -0.124 -0.286
H -0.201 0.005 0.267
H 0.140 0.157 -0.005
H -0.142 0.170 0.081
H -0.006 -0.218 -0.014
H 0.239 0.000 -0.089
H -0.179 0.272 0.132
H 0.279 -0.066 -0.051
H -0.083 -0.038 -0.276
H -0.069 -0.002 0.134
H -0.135 -0.045 -0.281
H 0.186 -0.330 0.022
C -0.870 -0.676 -0.034
C 0.487 1.750 -0.691
C 0.774 1.008 0.110
C -1.264 0.330 -0.340
C -0.294 0.571 0.826
C 1.043 0.186 -0.068
Se 0.646 -1.009 -1.232
H 0.053 -0.189 -0.033
H 0.508 -0.096 -0.027
H 0.291 0.027 0.928
H -0.110 0.130 0.443
H -0.135 0.034 -0.009
H 0.037 -0.331 -0.251
C -0.274 0.084 0.677
O 0.249 0.738 -0.816
H 0.355 -0.017 -0.095
H -0.028 -0.316 -0.198
H -0.136 0.141 -0.103
H -0.272 -0.645 0.596


Below is C18H42AgBBr4N2O4Pd2S2 as an isolated structure in a non-equilibrium geometry, with properties calculated with wB97M-V/def2-TZVPD.

Summary:
* spin multiplicity: 6
* expectation value of S²: 8.77
* E_LUMO (alpha / beta): -10.29 / -13.33 eV
* total charge: +3

Element x y z (Å)
Ag (7.832090, -4.872040, -9.197866)
Pd (10.775039, -3.620983, -14.344913)
Pd (10.875456, -4.523633, -11.054913)
O (10.404068, -2.614239, -12.323983)
C (9.417081, -1.912589, -11.580990)
C (9.428893, -2.059088, -9.980843)
O (9.765878, -3.330165, -9.393402)
H (8.497054, -2.452815, -11.804148)
H (9.373117, -0.876778, -11.917534)
H (8.413216, -1.786274, -9.694356)
H (9.995184, -1.223430, -9.569627)
B (13.162670, -4.689116, -10.941802)
H (12.952552, -3.684318, -11.274206)
H (12.932592, -4.748844, -9.889314)
H (12.515577, -5.291965, -11.559946)
H (14.190860, -4.947179, -11.142943)
C (12.963384, -0.301612, -10.276581)
C (13.627909, -0.804541, -8.970006)
C (14.947851, -0.113856, -8.706417)
C (14.745558, 1.345155, -8.355132)
N (14.650298, 2.508215, -8.110877)
H (13.700191, -0.457833, -11.064496)
H (12.720584, 0.758254, -10.352992)
H (12.127042, -0.890309, -10.653530)
H (13.737778, -1.877462, -9.127701)
H (13.058621, -0.828179, -8.040787)
H (15.590534, -0.180477, -9.584263)
H (15.408897, -0.679918, -7.897027)
C (8.394896, 0.969960, -7.812879)
C (9.774410, 1.495355, -7.457613)
C (10.792506, 0.398190, -7.160820)
C (10.324853, -0.696441, -6.314666)
N (9.929039, -1.614703, -5.637792)
H (7.698885, 1.798019, -7.946967)
H (7.917436, 0.145741, -7.282987)
H (8.524288, 0.538078, -8.805269)
H (9.694638, 2.137185, -6.580237)
H (10.144406, 2.181415, -8.219540)
H (11.758294, 0.823004, -6.887147)
H (11.099052, -0.057489, -8.102361)
C (7.103049, -1.885381, -15.167160)
S (7.272169, -3.699846, -15.253315)
O (8.674019, -3.973407, -14.726766)
C (6.170393, -4.081864, -13.850166)
H (7.353987, -1.587528, -16.185202)
H (7.696372, -1.399949, -14.392292)
H (6.097159, -1.560936, -14.900659)
H (6.679867, -3.814297, -12.924460)
H (6.163532, -5.171771, -13.862249)
H (5.186497, -3.647357, -14.026976)
C (10.632307, 0.260288, -16.843193)
S (10.461657, -0.147550, -15.071330)
O (10.433722, -1.664823, -15.068636)
C (12.208749, 0.147396, -14.578808)
H (11.622099, -0.055289, -17.173088)
H (10.597103, 1.340378, -16.985523)
H (9.968531, -0.302448, -17.499583)
H (12.954685, -0.589459, -14.876669)
H (12.234920, 0.119268, -13.489482)
H (12.559515, 1.174792, -14.676463)
Br (11.526424, 2.435979, -11.894150)
C (9.724814, 2.732174, -12.546590)
C (8.792434, 2.606054, -11.262789)
Br (9.223856, 4.155210, -9.967110)
H (9.476577, 2.027666, -13.340409)
H (9.651107, 3.793817, -12.782352)
H (8.998970, 1.693200, -10.704099)
H (7.740672, 2.500570, -11.528826)
Br (14.343130, -5.138238, -6.765965)
C (12.572945, -4.207390, -6.858363)
C (11.546989, -5.331404, -7.261799)
Br (10.907453, -6.312493, -5.615020)
H (12.487701, -3.492387, -7.676658)
H (12.564977, -3.532080, -6.002806)
H (11.863924, -6.054425, -8.013397)
H (10.629660, -4.897175, -7.659360)

Cartesian forces, eV/Å:
Ag 0.730 0.774 0.168
Pd -1.574 1.602 0.819
Pd 0.961 2.588 1.026
O 1.492 -1.409 1.065
C -0.774 -1.940 0.396
C 0.085 0.524 -0.540
O -0.427 -0.885 -2.345
H -0.602 0.372 -0.445
H 0.003 0.104 0.251
H -0.265 -0.082 -0.115
H 0.750 -0.449 0.206
B 0.280 -0.189 1.174
H -0.926 4.634 -1.582
H -1.095 -0.708 4.195
H -3.141 -3.638 -3.245
H 3.411 -0.607 -0.854
C 0.427 -0.081 -0.023
C -0.957 -0.396 -0.840
C -0.215 0.594 0.316
C 0.180 3.325 0.752
N 0.152 -4.852 -1.011
H 0.329 0.024 -0.058
H -0.072 -0.178 0.618
H -0.364 -0.049 0.483
H 0.773 -0.226 -0.192
H -0.500 0.720 -0.162
H 0.100 0.149 0.069
H 0.407 0.573 0.166
C 0.041 0.009 -1.585
C -0.474 0.216 1.592
C 0.470 0.163 -1.135
C -1.702 -4.243 3.596
N 2.069 4.395 -3.605
H -0.083 -0.100 0.212
H 0.370 0.364 0.841
H -0.237 -0.078 -0.526
H 0.013 -0.068 0.222
H 0.075 -0.373 -0.202
H -0.133 0.027 0.866
H -0.345 -0.314 -0.324
C -0.299 -0.039 -0.366
S -0.348 1.380 1.068
O 0.482 -0.823 0.296
C 1.003 -0.926 -0.536
H 0.046 0.533 0.261
H 0.612 -0.527 -0.181
H -0.306 -0.438 -0.521
H -0.206 0.574 -0.085
H -0.527 -0.051 0.008
H 0.123 -0.084 0.165
C 0.822 -0.243 -0.105
S 2.343 0.190 -0.784
O -0.513 -0.912 -0.401
C -0.171 0.758 1.476
H 0.182 -0.042 0.318
H -0.397 -0.018 0.114
H -0.592 0.264 0.495
H -0.516 -0.058 -0.878
H -0.513 -0.401 0.243
H -0.222 0.067 -0.877
Br 0.116 -0.005 -0.550
C -1.118 0.705 2.592
C 1.029 0.075 -0.322
Br -0.837 -1.460 -1.399
H 0.008 0.246 0.115
H 0.209 -0.308 -0.755
H 0.380 0.179 0.123
H -0.076 0.947 0.055
Br -0.860 0.782 -0.061
C -0.335 -1.697 -1.248
C -0.690 0.591 2.038
Br 0.806 0.594 -1.169
H 0.922 0.037 -0.632
H -0.585 -0.760 0.651
H 0.671 0.111 0.417
H 0.119 0.469 0.190